210
Properties=species:S:1:pos:R:3:forces:R:3 method="wB97M-V/def2-TZVPD" smiles="CC1(C)CCCC(C)(C)N1O.CC1(C)CCCC(C)(C)N1O.CC1(C)CCCC(C)(C)N1O.CC1(C)CCCC(C)(C)N1O.CC1(C)CCCC(C)(C)N1O.CC1(C)CCCC(C)(C)N1O.O=C1OC[C@@H](F)O1.O=C1OC[C@@H](F)O1.CC(C)=O" de_lowest_kj_mol=79.5 homo_lumo_gap_ev=8.20 e_lumo_ev=0.38 total_charge=0
C 27.864 -17.970 23.994 -0.20 -0.03 -0.24
C 27.277 -18.692 25.172 -0.51 0.00 3.06
C 28.225 -18.484 26.382 0.32 0.22 -0.05
C 25.905 -18.051 25.676 -0.80 -0.29 -2.50
C 24.715 -18.469 24.769 1.50 0.08 1.34
C 24.650 -19.956 24.798 0.02 -0.59 -0.42
C 25.922 -20.726 24.249 -0.48 -0.52 1.89
C 25.690 -22.235 24.698 0.97 0.94 0.38
C 26.004 -20.616 22.776 0.03 -0.29 -1.20
N 27.135 -20.156 24.950 -2.42 0.06 1.46
O 28.340 -20.829 24.720 -0.57 0.54 -0.34
H 27.399 -16.986 23.927 -0.02 -0.10 -0.64
H 28.935 -17.810 24.112 0.00 -0.15 -0.20
H 27.661 -18.665 23.179 0.14 0.90 -0.76
H 28.072 -19.163 27.221 0.03 -0.43 -0.39
H 29.248 -18.490 26.007 0.16 -0.43 0.45
H 28.094 -17.507 26.845 -0.18 0.35 -0.36
H 25.570 -18.299 26.683 0.68 -0.28 0.13
H 25.843 -16.969 25.563 1.14 0.24 0.43
H 23.841 -18.023 25.244 -0.34 -0.10 -0.39
H 24.776 -18.169 23.723 0.20 0.55 0.08
H 23.748 -20.060 24.195 0.04 -1.55 -0.20
H 24.483 -20.334 25.807 -0.20 0.11 0.04
H 26.542 -22.894 24.528 0.10 0.17 -0.61
H 24.793 -22.669 24.257 0.02 0.20 -0.08
H 25.622 -22.269 25.786 -0.36 0.22 0.07
H 25.356 -21.349 22.295 -0.37 0.22 -0.03
H 26.987 -20.898 22.397 0.26 0.27 0.00
H 25.733 -19.607 22.465 0.15 -0.08 -0.37
H 28.585 -20.504 23.850 0.72 -0.22 -0.55
C 20.047 -14.565 3.413 0.12 0.75 -0.17
C 20.846 -15.725 4.007 -0.47 0.77 -0.41
C 21.747 -16.210 2.860 0.05 -1.59 0.46
C 21.689 -15.162 5.141 0.74 -1.26 2.00
C 22.385 -16.287 5.999 -0.27 -0.68 -1.26
C 21.288 -17.228 6.597 0.54 1.25 -1.03
C 20.253 -17.740 5.528 1.46 0.68 -0.86
C 20.863 -18.885 4.710 0.57 0.00 0.29
C 19.064 -18.246 6.281 -1.03 -0.04 -0.78
N 19.833 -16.623 4.617 1.41 0.35 1.76
O 18.874 -17.063 3.702 -0.14 -0.12 -0.32
H 20.636 -13.658 3.277 0.56 -0.09 0.14
H 19.731 -14.789 2.394 -0.65 -0.17 0.27
H 19.265 -14.242 4.100 -0.39 -0.29 -0.25
H 21.203 -16.567 1.986 -0.33 0.70 -0.16
H 22.486 -15.443 2.629 -0.15 -0.06 -0.22
H 22.255 -17.138 3.121 0.51 0.27 0.32
H 22.403 -14.402 4.822 0.00 -0.17 -0.32
H 21.062 -14.698 5.902 -0.46 0.41 -0.32
H 23.052 -16.894 5.387 -0.11 -0.14 -0.55
H 23.121 -15.910 6.709 -0.60 0.37 0.52
H 20.799 -16.621 7.359 -0.43 -0.25 0.10
H 21.749 -18.093 7.075 -0.09 -0.04 0.04
H 20.264 -19.175 3.847 -0.38 -0.14 0.36
H 21.021 -19.693 5.425 -0.10 -0.46 -0.36
H 21.837 -18.650 4.283 0.09 0.17 0.29
H 19.348 -18.981 7.035 -0.09 0.31 0.21
H 18.396 -18.738 5.574 -0.06 -0.25 0.02
H 18.493 -17.386 6.632 0.12 -0.12 0.66
H 18.134 -16.534 4.007 -0.44 -0.17 -0.41
C 17.697 -23.976 13.940 -1.19 -2.51 -0.43
C 18.471 -23.290 14.992 -0.98 1.37 1.10
C 18.423 -24.065 16.350 0.39 -1.10 -0.66
C 19.860 -23.188 14.391 1.37 1.19 0.34
C 20.762 -22.174 15.059 -0.46 0.67 0.65
C 20.064 -20.801 15.041 -0.43 -1.69 0.40
C 18.660 -20.860 15.723 -1.27 1.47 -2.12
C 18.832 -20.861 17.235 -0.26 -0.21 0.21
C 17.929 -19.554 15.151 0.10 -0.26 1.96
N 17.818 -21.945 15.121 3.01 0.26 -0.85
O 16.493 -21.974 15.584 0.38 -0.31 0.64
H 16.784 -24.357 14.400 -0.42 0.06 -0.41
H 17.497 -23.502 12.979 0.00 0.80 0.46
H 18.241 -24.867 13.627 0.08 -0.34 0.17
H 17.517 -23.990 16.951 -0.08 0.79 -0.27
H 18.430 -25.132 16.130 0.19 -0.26 -0.25
H 19.295 -23.941 16.993 -0.01 0.45 -0.06
H 20.341 -24.165 14.444 -0.21 -0.16 -0.32
H 19.853 -22.788 13.377 -0.66 -0.71 -0.43
H 20.925 -22.526 16.077 0.39 0.35 0.22
H 21.716 -22.002 14.560 0.14 -0.63 -0.02
H 19.918 -20.508 14.001 0.07 0.10 -0.07
H 20.744 -20.101 15.527 -0.45 0.37 0.11
H 19.375 -21.742 17.576 0.43 0.12 -0.20
H 17.920 -20.930 17.828 -0.36 0.37 -0.37
H 19.374 -19.955 17.509 0.02 -0.06 0.22
H 17.542 -19.567 14.132 0.45 -0.67 -0.06
H 18.588 -18.691 15.247 -0.02 0.10 0.13
H 17.060 -19.411 15.794 -0.10 0.37 0.00
H 15.984 -21.891 14.774 -0.12 0.10 -0.07
C 17.456 -11.786 23.512 -0.10 -0.87 0.60
C 17.975 -11.089 22.308 1.34 0.29 -2.24
C 18.276 -12.123 21.178 -0.47 0.09 0.32
C 16.883 -10.131 21.755 0.39 0.54 -0.33
C 17.457 -9.006 20.875 -0.08 -1.04 -0.56
C 18.487 -8.250 21.610 -2.08 1.68 1.65
C 19.602 -9.017 22.137 3.59 -1.60 0.58
C 20.558 -9.262 21.006 1.31 -0.40 -1.49
C 20.390 -8.171 23.222 -0.58 -0.17 0.05
N 19.236 -10.343 22.666 -3.25 1.26 0.80
O 20.289 -11.167 23.029 0.40 0.05 -0.34
H 17.205 -11.013 24.238 -0.08 -0.42 0.36
H 16.621 -12.452 23.294 -0.56 0.53 -0.22
H 18.154 -12.535 23.885 0.52 0.47 0.35
H 17.347 -12.661 20.991 0.04 -0.39 0.14
H 18.514 -11.691 20.206 0.29 0.33 0.18
H 19.066 -12.811 21.480 -0.05 0.00 -0.07
H 16.176 -10.665 21.121 0.07 -0.48 0.20
H 16.285 -9.741 22.579 0.13 0.34 0.13
H 17.945 -9.453 20.009 -0.25 -0.17 -0.36
H 16.698 -8.314 20.511 -0.19 -0.20 0.01
H 17.955 -7.892 22.491 -0.20 0.54 0.30
H 18.815 -7.353 21.084 0.27 -0.15 -0.05
H 20.539 -8.468 20.259 0.09 0.20 0.03
H 20.320 -10.183 20.474 -0.10 -0.01 -0.05
H 21.592 -9.369 21.332 -0.05 -0.07 0.04
H 21.478 -8.135 23.169 0.00 -0.26 -0.69
H 20.232 -8.552 24.231 -0.59 0.13 0.07
H 20.042 -7.142 23.143 0.01 0.06 0.31
H 20.435 -10.916 23.944 0.19 -0.25 0.26
C 13.660 -11.148 13.044 -0.29 0.50 1.43
C 14.235 -10.501 11.818 0.80 0.57 -0.82
C 15.591 -9.808 12.169 0.60 0.07 0.61
C 14.588 -11.683 10.828 1.52 0.89 -0.52
C 14.845 -11.273 9.352 -1.98 -0.24 0.19
C 13.606 -10.426 8.924 1.04 0.39 0.41
C 13.308 -9.162 9.811 0.81 0.10 -0.20
C 14.381 -8.059 9.610 -0.46 -0.03 -0.13
C 11.964 -8.646 9.284 -0.55 0.36 1.11
N 13.199 -9.517 11.258 0.79 -3.42 -1.80
O 12.936 -8.445 12.100 -0.01 0.20 0.09
H 12.743 -11.707 12.857 0.05 0.03 -0.15
H 14.356 -11.766 13.611 0.28 -0.40 -0.59
H 13.459 -10.388 13.799 -0.43 0.30 -0.08
H 15.600 -8.933 12.820 -1.00 0.45 -0.31
H 16.231 -10.420 12.805 -0.17 -0.85 -0.19
H 16.237 -9.551 11.330 -0.37 -0.09 -0.29
H 15.582 -12.040 11.096 0.04 -0.01 0.81
H 13.990 -12.586 10.952 -0.69 0.43 -0.26
H 15.843 -10.886 9.148 -0.20 0.80 0.43
H 14.873 -12.186 8.756 -0.30 -0.18 -0.08
H 12.734 -11.079 8.895 -0.08 -0.07 0.34
H 13.691 -10.049 7.905 0.19 0.09 -0.09
H 15.414 -8.364 9.775 -0.18 -0.18 0.14
H 14.119 -7.256 10.300 0.24 0.09 0.04
H 14.335 -7.644 8.603 -0.10 -0.04 -0.12
H 11.172 -9.333 9.583 0.04 -0.54 -0.58
H 11.978 -8.425 8.217 0.01 -0.31 0.03
H 11.601 -7.749 9.786 0.56 0.45 0.05
H 12.033 -8.691 12.312 -0.17 0.60 0.53
C 29.464 -21.032 10.083 0.15 0.68 0.10
C 30.016 -22.358 9.618 0.71 -0.34 -1.02
C 30.851 -23.095 10.636 1.21 0.38 0.65
C 28.918 -23.373 9.245 0.13 1.76 -1.93
C 28.160 -22.909 7.934 0.29 -0.89 1.01
C 29.139 -22.863 6.740 -0.53 -0.75 1.22
C 30.394 -21.976 6.987 0.60 -1.90 -0.02
C 31.514 -22.615 6.196 0.92 -0.68 -0.51
C 30.112 -20.579 6.531 -0.55 0.78 0.63
N 30.915 -22.117 8.410 -1.09 -1.42 -0.15
O 32.081 -21.319 8.661 -1.59 -0.42 -0.18
H 28.962 -21.026 11.050 -0.30 -0.29 -0.11
H 30.268 -20.305 10.199 0.31 -0.06 0.11
H 28.845 -20.601 9.296 -0.41 -0.10 0.27
H 30.335 -23.385 11.551 -0.40 0.16 -0.09
H 31.280 -24.000 10.206 -0.10 0.04 -0.15
H 31.692 -22.473 10.942 0.11 0.02 0.08
H 29.391 -24.312 8.954 0.07 -0.12 0.31
H 28.323 -23.505 10.148 -0.37 -0.07 -0.30
H 27.412 -23.691 7.805 -0.20 0.10 -0.53
H 27.611 -21.972 8.028 0.11 0.10 0.26
H 28.570 -22.656 5.834 0.24 0.90 -0.06
H 29.444 -23.884 6.511 0.35 -0.18 0.49
H 32.497 -22.266 6.510 -0.10 0.70 -0.42
H 31.357 -22.559 5.118 0.15 0.39 -0.13
H 31.635 -23.678 6.402 -0.58 -0.16 0.22
H 29.451 -20.203 7.312 0.28 0.88 0.09
H 29.494 -20.468 5.641 0.31 -0.51 -0.28
H 31.031 -20.012 6.382 -0.14 0.29 0.29
H 31.702 -20.438 8.618 0.40 0.71 0.15
O 33.850 -10.889 16.755 1.34 1.77 -0.87
C 34.576 -9.972 16.430 -2.45 -1.42 0.58
O 35.868 -9.917 16.609 2.01 -0.48 1.12
C 36.383 -8.710 16.094 2.29 0.11 -0.94
C 35.199 -7.837 15.935 -1.44 0.27 -0.49
F 35.115 -7.104 14.794 0.61 -0.21 -0.30
O 34.184 -8.813 15.857 -1.48 0.42 0.17
H 37.206 -8.252 16.642 -0.40 -0.37 0.88
H 36.889 -8.960 15.161 -0.48 0.20 -0.52
H 35.003 -7.107 16.720 0.00 -0.31 0.36
O 23.278 -12.971 14.002 1.25 0.36 -0.19
C 24.262 -13.126 14.666 -2.36 -1.56 -0.48
O 24.239 -13.140 15.982 -0.94 1.42 2.54
C 25.564 -12.943 16.449 0.76 -0.31 -1.16
C 26.247 -13.847 15.419 0.21 1.66 0.57
F 26.097 -15.108 15.802 0.13 -1.68 0.05
O 25.457 -13.585 14.291 1.26 -0.03 -1.69
H 25.881 -11.937 16.173 -0.03 0.32 0.67
H 25.705 -13.201 17.498 -0.22 -0.01 -0.30
H 27.287 -13.621 15.181 -0.05 -0.17 -0.01
C 32.242 -19.045 17.308 0.04 1.01 0.73
C 32.963 -19.186 18.614 2.20 -3.46 3.30
C 34.436 -18.584 18.718 -1.10 -0.16 -0.43
O 32.630 -19.989 19.543 0.31 3.03 -3.31
H 32.948 -18.952 16.482 0.05 -0.83 -0.05
H 31.866 -18.022 17.294 -0.67 0.09 0.15
H 31.443 -19.783 17.239 0.20 0.17 -0.32
H 35.006 -18.867 19.603 -0.77 0.08 0.36
H 34.429 -17.501 18.594 0.04 0.05 0.03
H 35.052 -18.997 17.919 -0.30 0.03 -0.46


6
Properties=species:S:1:pos:R:3:forces:R:3 method="wB97M-V/def2-TZVPD" de_lowest_kj_mol=302.2 homo_lumo_gap_ev=3.92 e_lumo_ev=-5.12 total_charge=0
C 1.637 -2.821 0.508 -0.03 0.99 -0.17
C -0.887 0.657 -0.701 0.80 0.57 0.10
N 1.611 -1.660 0.304 -0.38 0.25 0.11
N -1.794 0.168 -1.216 -0.18 -0.17 -0.11
P 0.460 1.638 -0.054 -0.88 -1.36 0.62
Br -0.698 2.385 1.652 0.67 -0.27 -0.56


60
Properties=species:S:1:pos:R:3:forces:R:3 method="wB97M-V/def2-TZVPD" homo_lumo_gap_ev="5.96 / 5.04" spin_multiplicity=4 e_lumo_ev="-6.86 / -7.77" s_squared=3.78 total_charge=+2
Tc -0.665 0.914 1.181 0.56 0.56 -0.48
O -2.075 2.470 1.070 -0.41 0.03 -0.39
S -1.435 3.435 2.055 -0.32 0.32 -0.40
O -2.091 3.653 3.293 0.00 0.23 -0.07
N -0.116 2.528 2.184 0.62 0.23 0.39
C 0.817 2.398 3.219 0.67 0.08 0.60
C 1.184 3.262 4.229 -0.97 0.40 -0.62
C 2.150 2.930 5.199 -0.27 -0.12 -0.24
C 2.805 1.743 5.099 0.70 -0.28 0.02
C 2.527 0.858 4.029 -0.19 -0.44 -0.26
C 3.208 -0.355 3.780 -0.25 -0.46 -0.24
C 2.789 -1.219 2.777 0.41 0.78 0.94
C 1.709 -0.861 2.003 -0.25 0.27 -0.40
N 1.090 0.314 2.106 0.28 -0.04 1.03
C 1.477 1.170 3.143 0.38 -0.45 -0.69
C -1.093 4.939 1.198 -0.39 -0.46 0.59
C -1.071 4.978 -0.191 0.08 -0.57 0.68
C -0.709 6.155 -0.774 0.46 0.87 -1.22
C -0.426 7.301 -0.010 -0.60 -0.26 -0.65
C -0.584 7.263 1.358 0.14 0.03 0.77
C -0.889 6.059 1.987 0.06 -0.24 -0.09
H 0.660 4.207 4.253 0.10 0.19 0.29
H 2.363 3.607 6.015 -0.03 0.06 -0.10
H 3.587 1.476 5.805 -0.15 0.02 -0.08
H 4.054 -0.674 4.372 0.04 0.25 0.24
H 3.311 -2.145 2.643 -0.02 -0.34 -0.23
H 1.322 -1.505 1.245 -0.09 -0.47 -0.40
H -1.347 4.099 -0.740 0.03 -0.13 -0.37
H -0.634 6.195 -1.872 -0.11 0.11 0.66
H -0.203 8.230 -0.530 0.11 -0.18 0.22
H -0.470 8.145 1.981 0.09 -0.03 -0.22
H -0.980 5.945 3.058 -0.03 0.35 0.06
N 0.454 -3.901 -4.247 -0.52 -0.58 -0.23
C 0.124 -5.071 -4.918 0.87 0.33 -0.06
C 0.796 -5.771 -5.934 0.04 0.14 0.47
C 0.221 -6.947 -6.347 0.00 0.60 0.05
C -1.012 -7.379 -5.802 0.36 0.01 -0.53
C -1.665 -6.687 -4.823 -0.15 -0.29 -0.19
C -1.069 -5.506 -4.352 -0.58 -0.07 0.00
N -1.502 -4.618 -3.404 0.37 0.29 0.17
C -0.578 -3.676 -3.361 -0.23 0.08 0.30
C -0.657 -2.597 -2.382 0.32 0.60 -0.07
C -1.805 -2.415 -1.589 0.25 0.52 0.37
C -1.821 -1.429 -0.614 0.00 -0.56 -0.35
N -0.778 -0.611 -0.343 -0.59 0.30 -0.14
C 0.259 -0.678 -1.193 0.62 -0.13 0.15
C 0.363 -1.630 -2.177 0.26 0.17 -0.74
H 1.208 -3.306 -4.534 0.07 0.24 0.19
H 1.741 -5.422 -6.325 -0.02 0.01 -0.10
H 0.710 -7.490 -7.143 -0.12 -0.23 0.04
H -1.451 -8.249 -6.255 -0.21 -0.31 0.15
H -2.623 -7.059 -4.495 -0.07 0.22 0.32
H -2.693 -3.008 -1.733 0.03 -0.22 -0.07
H -2.712 -1.284 -0.031 -0.17 -0.03 0.21
H 1.061 0.045 -1.006 -0.15 -0.28 -0.29
H 1.226 -1.516 -2.844 -0.32 -0.45 0.33
I -1.734 0.170 4.341 -0.02 -0.11 0.12
C -1.861 -0.245 2.277 -0.56 0.38 0.70
H -2.868 0.029 1.960 -0.06 -0.23 -0.07
H -1.598 -1.267 2.110 -0.05 -0.68 -0.06